Entry 1:
This record from the Open Molecules 2025 dataset describes a structure of composition C3Cl2NOS2 at a distorted geometry. The level of theory is the ωB97M-V functional and the def2-TZVPD basis.

Each line ends with the natural charge from an NBO analysis.
Geometry (Å):
C -0.62422 1.86123 -0.10255  0.7079
C -1.36681 0.75579 -0.35766  -0.5679
C 0.76317 -1.00077 -0.33887  -0.1354
N 0.62091 -0.57474 0.86662  -0.5786
O 0.14922 2.73360 -0.17122  -0.4605
S 1.78616 -2.15197 -1.03490  -0.3869
S -0.31488 -0.13870 -1.43188  0.3795
Cl -2.60179 -0.00407 0.61603  0.0081
Cl 1.58825 -1.48038 1.95443  0.0336

Force components x, y, z for each atom (eV/Å):
C -0.047 -0.997 -0.836
C 0.894 1.205 0.401
C 0.656 -0.303 0.245
N 0.042 -0.228 0.502
O -1.057 -0.247 0.648
S -0.259 0.065 -0.456
S -0.752 -0.076 -1.038
Cl 0.274 0.553 -0.179
Cl 0.248 0.028 0.713

Values from the calculation:
HOMO level   -4.1 eV
Energy   -53363.553 eV
Maximum force   1.6 eV/Å
Gap between HOMO and LUMO   0.2612 hartree
Total charge   -1
Energy relative to the best compared isomer or geometry (same formula, charge and spin)   18.20 kcal per mole
LUMO   0.112 hartree

Entry 2:
This record from the Open Molecules 2025 dataset describes a structure of composition C20H24B2F4N6O6Pd at a distorted geometry. The level of theory is the ωB97M-V functional and the def2-TZVPD basis.

Each line ends with the Mulliken charge.
Geometry (Å):
Pd 0.14292 -0.68432 1.02857  -0.3313
C 2.72522 0.67358 4.24387  -1.5699
C 2.14952 0.06018 3.03977  0.2237
N 0.90452 0.17998 2.69747  0.9404
O -0.00928 0.79988 3.41387  -0.6000
B -1.23588 -0.12442 3.66717  1.0910
F -1.84698 0.18428 4.76857  -0.1695
F -0.71998 -1.40942 3.48107  -0.3965
O -2.14508 0.08308 2.42957  -0.5912
N -1.81118 -0.72172 1.44927  0.6122
C -2.48848 -1.76632 1.06967  0.5244
C -3.79258 -2.13172 1.63337  -1.6752
C -1.83938 -2.53072 -0.02113  0.5932
N -0.78778 -1.90712 -0.45943  0.2473
O 0.02742 -2.40862 -1.42673  -0.2816
B 1.84902 -3.43812 0.50347  0.7968
F 2.01182 -4.50712 -0.18143  -0.1195
F 0.73112 -3.26112 1.24177  -0.2232
O 2.64222 -2.34222 0.38557  -0.6196
N 2.22112 -1.23052 1.12497  0.4262
C 2.89522 -0.88282 2.17827  0.5749
C 4.19622 -1.42312 2.56947  -1.5983
C -2.33518 -3.82902 -0.48263  -1.5419
H 2.07932 1.46518 4.62387  0.4530
H 3.72842 1.05828 4.05677  0.4332
H 2.82492 -0.06822 5.04537  0.3734
H -4.16258 -1.36902 2.31797  0.4023
H -3.71718 -3.07142 2.19267  0.3916
H -4.52558 -2.30602 0.84297  0.4544
H 4.60062 -2.10552 1.82387  0.3815
H 4.12772 -1.95862 3.52197  0.4171
H 4.91542 -0.61812 2.74297  0.4539
H -3.39838 -3.80462 -0.72883  0.4537
H -2.24488 -4.55702 0.33487  0.3955
H -1.76658 -4.20172 -1.33273  0.4030
O -1.96588 5.46348 -2.39463  -0.5280
C -1.55448 5.56968 -1.09353  -0.5924
C -1.04548 4.24768 -0.58503  0.2138
C -1.14298 3.90548 0.76157  -1.1837
C -0.75958 2.62238 1.14447  -0.3415
N -0.28538 1.73358 0.29567  0.3376
C -0.13828 2.04358 -1.00703  0.7940
C -0.51048 3.30538 -1.46923  -0.4366
C 0.33232 0.95838 -1.89363  0.2703
C 0.36552 1.07398 -3.29963  -0.9888
C 0.59852 -0.07362 -4.09363  0.5882
C 0.62312 0.04088 -5.59913  -0.5364
O 0.62742 -1.19112 -6.19473  -0.2100
C 0.76262 -1.28942 -3.48383  -1.5462
C 0.88312 -1.37402 -1.99543  0.7935
N 0.65142 -0.16732 -1.29373  0.2574
H -2.43318 6.25328 -2.72233  0.3531
H -2.34358 5.97478 -0.42983  0.4452
H -0.73198 6.32158 -0.98083  0.3285
H -1.53238 4.58988 1.50007  0.5257
H -0.86728 2.33558 2.18897  0.6385
H -0.40968 3.57768 -2.51003  0.4687
H 0.17252 2.02378 -3.76933  0.5398
H 1.51572 0.63988 -5.89413  0.4940
H -0.22558 0.66318 -5.95853  0.5261
H 0.67722 -1.15392 -7.16793  0.4254
H 0.87232 -2.20382 -4.05253  0.5980
H 1.91832 -1.73632 -1.79843  0.4407

Force components x, y, z for each atom (eV/Å):
Pd 0.876 -0.203 -1.759
C -0.021 0.204 0.542
C -0.845 0.366 -0.004
N -0.286 0.076 -0.124
O 0.539 0.286 0.301
B 0.617 -0.728 -0.618
F -0.318 0.353 0.452
F -0.108 -0.310 0.471
O -0.658 -0.088 -0.189
N 0.235 0.133 0.281
C 0.101 0.785 0.407
C -0.426 -0.069 0.315
C 0.820 0.207 -0.701
N -0.096 0.536 0.663
O -0.364 -0.672 -0.016
B -1.623 -0.051 0.593
F 0.464 -0.450 -0.313
F 0.284 -0.528 0.177
O 1.270 1.327 0.054
N -0.550 -0.233 0.334
C -0.245 -0.420 -1.106
C 0.556 -0.366 0.049
C -0.114 -0.431 -0.304
H 0.091 -0.036 -0.065
H -0.027 0.036 -0.109
H -0.040 -0.088 -0.065
H 0.057 -0.028 -0.098
H 0.126 -0.029 -0.022
H 0.015 0.054 -0.048
H -0.048 0.097 0.026
H -0.134 0.022 0.061
H -0.070 0.094 -0.040
H -0.009 0.119 -0.023
H 0.068 0.090 0.043
H -0.052 0.033 0.041
O -0.331 -0.426 -1.385
C 0.392 1.492 1.328
C -0.463 0.296 0.166
C 0.235 -0.153 -0.801
C -0.122 -0.173 0.845
N -0.029 0.233 0.018
C 0.004 0.326 -0.773
C 0.189 -0.599 0.303
C -0.089 -0.291 1.356
C 0.114 0.142 -0.633
C -0.059 -0.044 -0.618
C -0.186 -1.425 1.605
O 0.027 0.860 0.357
C -0.226 -0.190 0.116
C 0.761 -0.510 0.187
N -0.344 0.940 -0.028
H 0.318 -0.304 0.366
H 0.172 -0.484 -0.090
H -0.159 -0.502 -0.001
H -0.046 0.013 0.110
H 0.077 -0.082 -0.209
H -0.057 -0.004 -0.056
H -0.041 0.181 0.008
H 0.169 0.296 -0.496
H -0.082 0.269 -0.457
H 0.032 0.001 -0.551
H 0.062 -0.094 0.109
H -0.405 0.142 0.021

Values from the calculation:
HOMO level (alpha / beta)   -19.9 / -19.8 eV
2S+1   5
Energy   -58011.541 eV
Maximum force   2.2 eV/Å
Gap between HOMO and LUMO (alpha / beta)   0.2285 / 0.0958 hartree
Total charge   +4
Energy relative to the best compared isomer or geometry (same formula, charge and spin)   21.58 kcal per mole
LUMO (alpha / beta)   -0.501 / -0.632 hartree

Entry 3:
This record from the Open Molecules 2025 dataset describes the ion CH2NO3P with charge -2 at a distorted geometry. The level of theory is the ωB97M-V functional and the def2-TZVPD basis.

Each line ends with the natural charge from an NBO analysis.
Geometry (Å):
H 2.49682 0.71930 0.00131  0.2603
N 1.48643 0.97341 -0.00024  -0.7194
C 0.70911 -0.02419 -0.00174  -0.1797
P -1.19151 -0.12144 -0.00010  2.3234
O -1.61949 0.57972 -1.28033  -1.2564
O -1.39713 -1.62964 -0.01029  -1.2721
O -1.61181 0.56088 1.29300  -1.2563
H 1.12758 -1.05804 -0.00161  0.1001

Force components x, y, z for each atom (eV/Å):
H -0.668 -0.206 -0.003
N 1.002 1.098 0.000
C -0.476 -1.209 0.004
P -0.490 0.326 0.005
O 0.157 0.113 -0.179
O 0.239 -0.404 -0.005
O 0.157 0.109 0.178
H 0.080 0.172 0.000

Values from the calculation:
HOMO level   1.1 eV
Energy   -17990.977 eV
Maximum force   1.5 eV/Å
Gap between HOMO and LUMO   0.2315 hartree
Structure (SMILES)   [H]/N=C/P(=O)([O-])[O-]
Total charge   -2
Energy relative to the best compared isomer or geometry (same formula, charge and spin)   17.09 kcal per mole
LUMO   0.273 hartree